Here is C20H61AlBrN18O10 as an isolated structure at a distorted geometry from OMol25. Energies are from ωB97M-V/def2-TZVPD.

Atoms and positions in Å:
C: 3.223 -3.116 0.691
C: 2.958 -1.607 0.759
C: 2.463 -1.025 -0.575
C: 1.725 0.303 -0.350
C: 0.249 0.226 -0.758
C: -0.431 -1.097 -0.339
Al: -1.929 -0.879 1.001
Br: -3.764 0.283 -0.087
C: -2.489 -2.662 1.803
C: -1.368 -3.710 1.686
C: -1.832 -5.184 1.574
C: -1.555 -5.710 0.177
O: -0.173 -5.670 -0.135
C: 0.172 -4.900 -1.272
H: 4.282 -3.360 0.725
H: 2.786 -3.597 1.565
H: 2.786 -3.594 -0.183
H: 3.877 -1.085 1.011
H: 2.241 -1.426 1.553
H: 1.815 -1.783 -1.003
H: 3.339 -0.928 -1.218
H: 2.201 1.063 -0.969
H: 1.801 0.601 0.692
H: -0.262 1.048 -0.254
H: 0.135 0.407 -1.824
H: -0.885 -1.563 -1.217
H: 0.257 -1.820 0.096
H: -1.396 0.152 2.134
H: -3.420 -3.006 1.352
H: -2.675 -2.490 2.865
H: -0.660 -3.636 2.507
H: -0.814 -3.507 0.772
H: -1.230 -5.790 2.256
H: -2.885 -5.297 1.814
H: -2.185 -5.140 -0.510
H: -1.896 -6.748 0.117
H: -0.562 -4.135 -1.510
H: 0.306 -5.561 -2.133
H: 1.118 -4.389 -1.111
C: -4.877 -7.487 -1.556
O: -5.349 -6.729 -0.733
N: -4.664 -7.119 -2.858
N: -4.513 -8.772 -1.250
H: -4.273 -7.726 -3.551
H: -4.913 -6.181 -3.113
H: -4.649 -9.071 -0.303
H: -4.120 -9.412 -1.912
C: 1.401 3.020 -3.376
O: 2.344 2.444 -3.906
N: 1.564 3.963 -2.413
N: 0.103 2.750 -3.710
H: 0.809 4.432 -1.950
H: 2.504 4.160 -2.130
H: -0.055 2.048 -4.408
H: -0.683 3.193 -3.274
C: 3.526 -7.263 -0.444
O: 3.451 -7.385 -1.654
N: 2.535 -6.710 0.309
N: 4.627 -7.680 0.261
H: 2.586 -6.602 1.303
H: 1.712 -6.388 -0.172
H: 5.378 -8.089 -0.262
H: 4.717 -7.588 1.255
C: 7.007 -0.290 0.190
O: 6.266 -0.679 1.073
N: 6.543 0.120 -1.024
N: 8.370 -0.229 0.340
H: 7.140 0.448 -1.765
H: 5.550 0.085 -1.175
H: 8.748 -0.526 1.220
H: 8.993 0.084 -0.382
C: -3.920 4.655 1.332
O: -4.086 5.821 1.703
N: -3.831 4.326 0.017
N: -3.809 3.615 2.195
H: -3.697 3.385 -0.308
H: -3.909 5.077 -0.648
H: -3.866 3.812 3.181
H: -3.672 2.665 1.891
C: -5.582 6.975 -2.146
O: -4.982 5.933 -2.339
N: -5.978 7.359 -0.898
N: -5.896 7.838 -3.163
H: -6.467 8.212 -0.711
H: -5.738 6.753 -0.129
H: -5.612 7.577 -4.088
H: -6.387 8.701 -3.026
C: 0.417 4.100 1.301
O: 0.476 3.850 0.106
N: -0.703 4.571 1.911
N: 1.498 3.916 2.121
H: -0.755 4.775 2.890
H: -1.519 4.716 1.343
H: 2.333 3.550 1.703
H: 1.482 4.098 3.106
C: 7.956 3.352 -2.978
O: 8.490 2.280 -3.221
N: 7.617 3.725 -1.710
N: 7.656 4.253 -3.957
H: 7.175 4.595 -1.481
H: 7.823 3.074 -0.975
H: 7.887 4.000 -4.899
H: 7.211 5.134 -3.783
C: -5.869 4.767 5.471
O: -4.766 4.568 5.000
N: -6.457 6.001 5.443
N: -6.605 3.775 6.059
H: -7.365 6.193 5.819
H: -5.939 6.740 5.005
H: -6.198 2.858 6.085
H: -7.517 3.916 6.448

Values from the calculation:
**Maximum force**: 1.133 eV/Å
**Net charge**: -1
**E_LUMO**: 0.0740 hartree
**2S+1**: 1
**E_HOMO**: -0.17003 Eh
**Energy**: -145678.48612 eV

Here is C20H61F2InNO15S2 as an isolated structure at a distorted geometry from OMol25. Energies are from ωB97M-V/def2-TZVPD.

Atoms and positions in Å:
In: 5.575 2.696 1.205
O: 7.079 -1.373 2.564
H: 6.593 -2.208 2.713
N: 1.153 1.371 0.007
S: 0.287 0.026 0.660
O: -0.144 -1.002 -0.255
O: -0.535 0.301 1.818
F: 1.591 -0.653 1.318
S: 0.075 1.645 -0.953
O: -1.196 2.127 -0.449
O: 0.120 0.985 -2.246
F: 0.702 3.091 -1.374
C: 2.839 -5.312 4.543
C: 3.671 -6.409 3.900
O: 2.861 -7.466 3.420
H: 2.347 -5.636 5.460
H: 2.050 -5.016 3.852
H: 3.429 -4.420 4.751
H: 4.398 -6.820 4.601
H: 4.229 -5.984 3.066
H: 3.357 -8.246 3.159
C: -1.536 -2.711 -6.879
C: -0.588 -3.628 -6.162
O: -0.317 -4.871 -6.923
H: -1.768 -1.943 -6.141
H: -2.450 -3.158 -7.271
H: -0.989 -2.165 -7.647
H: -0.977 -4.027 -5.225
H: 0.360 -3.185 -5.857
H: -0.050 -4.637 -7.815
C: -1.596 -6.405 1.115
C: -2.134 -6.370 2.551
O: -1.521 -7.457 3.260
H: -0.562 -6.081 1.000
H: -2.209 -5.788 0.458
H: -1.656 -7.382 0.635
H: -3.221 -6.444 2.584
H: -1.839 -5.438 3.032
H: -0.564 -7.470 3.182
C: 1.800 2.770 5.819
C: 2.476 1.571 6.408
O: 3.716 1.422 5.668
H: 0.886 2.940 6.387
H: 1.602 2.563 4.767
H: 2.466 3.627 5.923
H: 1.888 0.661 6.284
H: 2.715 1.678 7.466
H: 4.234 0.732 6.090
C: 4.116 -3.796 -2.262
C: 4.173 -2.348 -2.811
O: 5.112 -1.578 -2.154
H: 3.366 -4.353 -2.825
H: 3.761 -3.811 -1.232
H: 5.083 -4.295 -2.333
H: 3.186 -1.887 -2.768
H: 4.415 -2.402 -3.872
H: 5.851 -2.147 -1.928
C: -4.043 0.083 6.754
C: -4.579 1.500 6.517
O: -5.941 1.498 6.805
H: -4.195 -0.313 7.758
H: -2.974 0.172 6.559
H: -4.424 -0.648 6.042
H: -4.343 1.633 5.461
H: -4.137 2.371 7.002
H: -6.272 2.310 6.414
C: -2.839 6.256 3.182
C: -2.711 7.810 3.050
O: -1.485 8.277 3.580
H: -2.018 5.677 2.757
H: -3.715 5.895 2.643
H: -2.924 5.992 4.236
H: -3.457 8.328 3.652
H: -2.865 8.134 2.020
H: -1.375 9.189 3.301
C: -1.526 5.099 -6.644
C: -1.020 5.755 -7.905
O: -1.125 4.898 -8.979
H: -2.562 4.759 -6.639
H: -1.397 5.703 -5.746
H: -0.943 4.182 -6.561
H: 0.059 5.896 -7.836
H: -1.487 6.709 -8.147
H: -2.022 5.013 -9.303
C: -5.720 -1.516 0.083
C: -5.686 -1.727 -1.477
O: -6.823 -2.506 -1.788
H: -5.686 -2.431 0.674
H: -6.640 -0.996 0.349
H: -4.991 -0.774 0.408
H: -4.800 -2.215 -1.883
H: -5.839 -0.740 -1.912
H: -7.653 -2.127 -1.488
C: 4.319 3.687 -5.681
C: 4.779 4.865 -4.849
O: 5.540 4.373 -3.764
H: 5.184 3.058 -5.892
H: 3.837 3.932 -6.628
H: 3.553 3.122 -5.151
H: 3.912 5.393 -4.454
H: 5.405 5.440 -5.531
H: 5.921 5.105 -3.274

Values from the calculation:
**Maximum force**: 12.354 eV/Å
**Net charge**: +1
**E_LUMO**: -0.3789 hartree
**2S+1**: 1
**E_HOMO**: -0.41844 Eh
**Energy**: -86187.22275 eV

> Among the records above, which one has the lowest energy?

C20H61AlBrN18O10